DFT (ωB97M-V/def2-TZVPD) results for a 2-piece molecular cluster, CH4IPS overall.

Values from the calculation:
HOMO-LUMO gap ... 9.1161 eV
Largest force on an atom ... 0.73 eV/Å
Energy ... -29325.84501 eV
ΔE to the lowest compared entry with this formula, charge and spin ... 1.3922 eV
Multiplicity ... 1

The geometry in XYZ format:
```
8
CH4IPS, DFT ωB97M-V/def2-TZVPD
C -0.327 -2.201 0.471
P -0.922 -1.265 -0.764
I -2.649 0.066 0.309
H -0.658 -2.190 1.496
H 0.469 -2.890 0.236
S 0.956 2.922 -0.134
H 1.030 2.059 -1.141
H 2.101 3.499 -0.474
```

Here is what Mulliken gives for the atomic charges, in e: atom 1 (C): -0.447, atom 2 (P): -0.029, atom 3 (I): -0.052, atom 4 (H): 0.251, atom 5 (H): 0.276, atom 6 (S): -0.266, atom 7 (H): 0.128, atom 8 (H): 0.139